36
Properties=species:S:1:pos:R:3 method="wB97M-V/def2-TZVPD" total_energy_ha=-3611.7723 lumo_energy_ha=0.0835 e_above_lowest_kcal_mol=0.00 homo_ev=-4.83 total_charge=-1 homo_lumo_gap_ev=7.1
Pd -0.729 -0.218 -0.117
Cl -2.879 2.636 -0.366
C -1.417 2.701 -1.353
C -0.574 1.603 -1.389
C 0.510 1.754 -2.255
Cl 1.630 0.427 -2.471
C 0.767 2.906 -2.999
Cl 2.138 3.023 -4.059
C -0.102 3.988 -2.896
Cl 0.195 5.443 -3.787
C -1.216 3.880 -2.077
Cl -2.327 5.210 -1.975
C 2.042 -3.043 1.945
Si 1.946 -1.856 0.482
C 1.417 -2.909 -0.997
C 3.725 -1.338 0.163
O 1.003 -0.584 0.816
H 2.778 -3.834 1.765
H 1.074 -3.513 2.144
H 2.341 -2.502 2.848
H 1.112 -3.912 -0.678
H 2.220 -3.022 -1.732
H 0.569 -2.447 -1.505
H 4.365 -2.215 0.014
H 4.114 -0.777 1.019
H 3.804 -0.697 -0.719
I -3.504 -1.303 -0.055
C -1.537 -1.868 0.587
H -1.303 -2.815 0.108
H -1.555 -1.955 1.671
C -3.891 1.263 3.161
C -2.532 1.069 2.656
N -1.480 0.965 2.210
H -3.878 1.413 4.239
H -4.498 0.392 2.920
H -4.328 2.138 2.681

83
Properties=species:S:1:pos:R:3 method="wB97M-V/def2-TZVPD" total_energy_ha=-4875.8086 multiplicity=5 lumo_energy_ha="0.0070 / -0.0418" e_above_lowest_kcal_mol=19.08 homo_ev="-7.01 / -8.21" homo_lumo_gap_ev="7.2 / 7.1"
Os -1.295 0.588 0.478
Cl -0.717 1.631 2.632
C 0.936 1.321 3.074
C 1.291 1.629 4.379
C 2.588 1.419 4.806
C 3.531 0.906 3.925
C 3.167 0.610 2.625
C 1.860 0.805 2.172
P 1.434 0.436 0.428
C 2.842 1.306 -0.361
C 3.771 0.703 -1.203
C 4.805 1.452 -1.748
C 4.912 2.807 -1.478
C 3.969 3.422 -0.664
C 2.938 2.679 -0.117
C 1.879 -1.313 0.199
C 2.273 -2.167 1.222
C 2.584 -3.488 0.934
C 2.500 -3.964 -0.365
C 2.083 -3.121 -1.384
C 1.766 -1.803 -1.104
H 0.542 2.032 5.048
H 2.859 1.658 5.826
H 4.547 0.737 4.257
H 3.905 0.214 1.938
H 3.707 -0.356 -1.415
H 5.536 0.969 -2.385
H 5.727 3.381 -1.899
H 4.044 4.481 -0.453
H 2.202 3.158 0.521
H 2.331 -1.812 2.242
H 2.888 -4.151 1.734
H 2.739 -4.997 -0.587
H 1.987 -3.502 -2.393
H 1.414 -1.142 -1.889
N -0.188 6.864 -0.660
C -0.509 5.546 -0.569
C 0.154 4.574 -1.329
C -0.144 3.245 -1.136
N -1.042 2.816 -0.247
C -1.720 3.741 0.448
C -1.492 5.092 0.320
H 0.426 7.181 -1.388
H -0.759 7.548 -0.201
H 0.899 4.861 -2.061
H 0.354 2.480 -1.718
H -2.481 3.385 1.127
H -2.070 5.793 0.908
Cl 0.216 0.911 -3.488
C -1.244 -0.006 -3.625
C -1.750 -0.290 -4.870
C -2.931 -1.012 -4.980
C -3.585 -1.455 -3.840
C -3.072 -1.197 -2.587
Cl -3.849 -1.828 -1.195
C -1.883 -0.406 -2.407
N -1.340 -0.072 -1.246
H -1.231 0.052 -5.755
H -3.334 -1.237 -5.957
H -4.505 -2.018 -3.919
F -5.533 3.198 1.113
C -5.755 1.904 1.415
F -6.369 1.856 2.599
F -6.578 1.402 0.495
S -4.110 1.050 1.480
O -3.443 1.794 2.526
O -4.382 -0.328 1.750
O -3.584 1.369 0.140
O -1.374 -7.928 0.585
C -0.941 -6.945 -0.233
O -0.534 -7.209 -1.330
C -1.016 -5.558 0.307
C -1.214 -4.517 -0.592
C -1.297 -3.209 -0.155
C -1.171 -2.922 1.202
S -1.284 -1.308 1.865
C -0.954 -3.965 2.108
C -0.878 -5.270 1.665
H -1.759 -7.568 1.390
H -1.309 -4.752 -1.644
H -1.461 -2.399 -0.848
H -0.850 -3.734 3.160
H -0.666 -6.056 2.382

71
Properties=species:S:1:pos:R:3 method="wB97M-V/def2-TZVPD" total_energy_ha=-1715.9997 lumo_energy_ha=0.0199 homo_ev=-8.03 smiles="CC[C@](C)(C(=O)NC1CCCC1)N(C(=O)C[C@@H]1NC(=O)NC1=O)c1c(C)n(C)n(-c2ccccc2)c1=O" homo_lumo_gap_ev=8.6
C -0.473 -3.175 -1.719
C -1.629 -2.356 -1.153
C -1.250 -1.529 0.087
C -0.775 -2.439 1.219
C -2.405 -0.666 0.659
O -2.153 0.150 1.532
N -3.647 -0.917 0.227
C -4.760 -0.051 0.565
C -5.040 0.948 -0.572
C -6.166 0.302 -1.375
C -7.049 -0.305 -0.288
C -6.053 -0.874 0.729
N -0.215 -0.537 -0.262
C -0.607 0.489 -1.045
O -1.746 0.595 -1.470
C 0.429 1.572 -1.305
C 0.353 2.606 -0.163
N -0.411 3.773 -0.514
C 0.316 4.909 -0.524
O -0.016 6.025 -0.811
N 1.606 4.532 -0.092
C 1.719 3.203 0.160
O 2.699 2.624 0.559
C 1.099 -0.611 0.242
C 1.562 -0.151 1.455
C 0.823 0.396 2.619
N 2.904 -0.266 1.481
C 3.767 -0.058 2.605
N 3.331 -0.834 0.300
C 4.657 -0.741 -0.155
C 5.383 0.436 0.007
C 6.679 0.504 -0.467
C 7.245 -0.581 -1.117
C 6.506 -1.737 -1.304
C 5.214 -1.826 -0.820
C 2.233 -1.045 -0.538
O 2.313 -1.487 -1.672
H 0.394 -2.550 -1.917
H -0.183 -3.971 -1.038
H -0.780 -3.632 -2.657
H -1.982 -1.673 -1.928
H -2.439 -3.039 -0.883
H 0.182 -2.891 0.971
H -0.675 -1.877 2.142
H -1.509 -3.227 1.373
H -3.762 -1.448 -0.621
H -4.470 0.461 1.485
H -5.379 1.896 -0.155
H -4.140 1.125 -1.158
H -5.769 -0.482 -2.022
H -6.701 1.019 -1.996
H -7.647 0.480 0.175
H -7.726 -1.067 -0.671
H -5.841 -1.921 0.509
H -6.438 -0.820 1.745
H 1.431 1.154 -1.376
H 0.183 2.062 -2.248
H -0.064 2.128 0.732
H -1.364 3.719 -0.831
H 2.355 5.200 0.007
H 1.202 1.386 2.867
H 0.957 -0.242 3.493
H -0.240 0.456 2.391
H 3.899 1.010 2.793
H 3.344 -0.526 3.496
H 4.738 -0.504 2.398
H 4.918 1.293 0.470
H 7.246 1.415 -0.341
H 8.257 -0.520 -1.489
H 6.939 -2.577 -1.827
H 4.624 -2.716 -0.970

62
Properties=species:S:1:pos:R:3 method="wB97M-V/def2-TZVPD" total_energy_ha=-1516.1586 multiplicity=3 lumo_energy_ha="-0.2409 / -0.2499" homo_ev="-12.59 / -13.17" total_charge=+2 homo_lumo_gap_ev="6.0 / 6.4"
Mo 0.047 -0.438 -1.013
C 5.232 0.448 2.403
C 3.797 0.316 1.974
C 3.016 -0.763 2.414
C 1.700 -0.895 2.041
C 1.087 0.054 1.207
N -0.284 -0.016 0.862
C -1.345 0.215 1.724
C -1.166 0.710 3.010
C -2.251 0.993 3.819
C -3.553 0.826 3.359
C -4.741 1.208 4.206
C -3.726 0.338 2.071
C -2.643 0.009 1.270
N -2.904 -0.550 -0.035
C -4.067 -1.099 -0.421
C -4.007 -1.381 -1.767
C -2.743 -0.979 -2.151
N -2.065 -0.469 -1.112
C 1.884 1.121 0.755
C 3.213 1.245 1.127
N 1.306 2.086 -0.129
C 1.537 3.402 -0.278
C 0.813 3.833 -1.370
C 0.170 2.696 -1.854
N 0.469 1.640 -1.097
H 5.306 0.440 3.492
H 5.822 -0.395 2.036
H 5.683 1.367 2.034
H 3.463 -1.506 3.066
H 1.090 -1.713 2.405
H -0.157 0.873 3.370
H -2.085 1.367 4.823
H -4.498 1.170 5.267
H -5.060 2.228 3.979
H -5.591 0.551 4.023
H -4.735 0.232 1.693
H -4.863 -1.270 0.283
H -4.776 -1.825 -2.377
H -2.279 -1.039 -3.120
H 3.800 2.074 0.746
H 2.173 3.940 0.407
H 0.762 4.834 -1.764
H -0.510 2.596 -2.686
C 2.117 -3.132 -0.747
C 0.924 -2.284 -0.950
O -0.240 -2.628 -1.047
H 1.917 -3.824 0.073
H 3.003 -2.540 -0.543
H 2.272 -3.726 -1.653
O -1.089 -2.815 1.624
H -1.358 -2.802 2.549
H -1.400 -3.665 1.295
C 2.063 0.314 -5.983
C 0.763 -0.441 -5.655
C 0.522 -0.484 -4.210
N 0.344 -0.509 -3.078
H 2.174 0.361 -7.063
H 2.928 -0.201 -5.570
H 2.037 1.330 -5.593
H 0.800 -1.467 -6.021
H -0.099 0.037 -6.121

What did the third record say?
71
Properties=species:S:1:pos:R:3 method="wB97M-V/def2-TZVPD" total_energy_ha=-1715.9997 lumo_energy_ha=0.0199 homo_ev=-8.03 smiles="CC[C@](C)(C(=O)NC1CCCC1)N(C(=O)C[C@@H]1NC(=O)NC1=O)c1c(C)n(C)n(-c2ccccc2)c1=O" homo_lumo_gap_ev=8.6
C -0.473 -3.175 -1.719
C -1.629 -2.356 -1.153
C -1.250 -1.529 0.087
C -0.775 -2.439 1.219
C -2.405 -0.666 0.659
O -2.153 0.150 1.532
N -3.647 -0.917 0.227
C -4.760 -0.051 0.565
C -5.040 0.948 -0.572
C -6.166 0.302 -1.375
C -7.049 -0.305 -0.288
C -6.053 -0.874 0.729
N -0.215 -0.537 -0.262
C -0.607 0.489 -1.045
O -1.746 0.595 -1.470
C 0.429 1.572 -1.305
C 0.353 2.606 -0.163
N -0.411 3.773 -0.514
C 0.316 4.909 -0.524
O -0.016 6.025 -0.811
N 1.606 4.532 -0.092
C 1.719 3.203 0.160
O 2.699 2.624 0.559
C 1.099 -0.611 0.242
C 1.562 -0.151 1.455
C 0.823 0.396 2.619
N 2.904 -0.266 1.481
C 3.767 -0.058 2.605
N 3.331 -0.834 0.300
C 4.657 -0.741 -0.155
C 5.383 0.436 0.007
C 6.679 0.504 -0.467
C 7.245 -0.581 -1.117
C 6.506 -1.737 -1.304
C 5.214 -1.826 -0.820
C 2.233 -1.045 -0.538
O 2.313 -1.487 -1.672
H 0.394 -2.550 -1.917
H -0.183 -3.971 -1.038
H -0.780 -3.632 -2.657
H -1.982 -1.673 -1.928
H -2.439 -3.039 -0.883
H 0.182 -2.891 0.971
H -0.675 -1.877 2.142
H -1.509 -3.227 1.373
H -3.762 -1.448 -0.621
H -4.470 0.461 1.485
H -5.379 1.896 -0.155
H -4.140 1.125 -1.158
H -5.769 -0.482 -2.022
H -6.701 1.019 -1.996
H -7.647 0.480 0.175
H -7.726 -1.067 -0.671
H -5.841 -1.921 0.509
H -6.438 -0.820 1.745
H 1.431 1.154 -1.376
H 0.183 2.062 -2.248
H -0.064 2.128 0.732
H -1.364 3.719 -0.831
H 2.355 5.200 0.007
H 1.202 1.386 2.867
H 0.957 -0.242 3.493
H -0.240 0.456 2.391
H 3.899 1.010 2.793
H 3.344 -0.526 3.496
H 4.738 -0.504 2.398
H 4.918 1.293 0.470
H 7.246 1.415 -0.341
H 8.257 -0.520 -1.489
H 6.939 -2.577 -1.827
H 4.624 -2.716 -0.970